## one
{"formula": "C2H5N4", "method": "ωB97M-V with the def2-TZVPD basis set", "charge": 1, "e_lumo_ev": -4.819, "orbital_gap_ev": 10.849, "species": ["C", "C", "N", "N", "N", "N", "H", "H", "H", "H", "H"], "xyz": [[-2.219, -1.113, 0.071], [1.444, -0.835, 0.595], [-3.335, -1.308, -0.202], [0.314, 0.388, -0.420], [1.242, 0.539, 0.520], [0.500, -0.832, -0.519], [1.441, 1.269, 1.202], [2.468, -1.291, 0.490], [0.824, -1.247, 1.376], [-4.248, -1.585, -0.561], [-0.056, -1.619, -0.939]], "nbo_charge": [0.1938, -0.0866, -0.6619, 0.2119, -0.3557, -0.2479, 0.4591, 0.2717, 0.2621, 0.4748, 0.4786]}

## two
{"formula": "C2H5N4", "method": "ωB97M-V with the def2-TZVPD basis set", "charge": 1, "e_lumo_ev": -5.710, "orbital_gap_ev": 9.364, "species": ["C", "C", "N", "N", "N", "N", "H", "H", "H", "H", "H"], "xyz": [[-0.960, 1.217, -0.011], [-1.638, 0.322, 0.443], [0.509, -1.670, 0.164], [2.319, 1.309, -0.030], [1.574, -0.885, 0.078], [1.797, 0.231, -0.167], [-0.146, 1.924, -0.151], [0.744, -2.618, 0.397], [-2.396, -0.378, 0.815], [-0.542, -1.226, 0.369], [2.729, 1.999, -0.644]], "nbo_charge": [-0.1671, -0.3141, -0.5658, -0.2910, 0.1593, 0.3100, 0.2471, 0.4338, 0.2879, 0.4531, 0.4470]}

Stability ranking, top entry: one; the second entry is 296.2 kJ/mol less favorable.

## one
{"formula": "C2H7NO2", "method": "ωB97M-V with the def2-TZVPD basis set", "charge": 0, "smiles": "C=O.NCO", "e_lumo_ev": 0.601, "orbital_gap_ev": 9.687, "species": ["C", "O", "H", "H", "N", "C", "O", "H", "H", "H", "H", "H"], "xyz": [[-0.406, 0.513, 2.411], [0.540, 1.013, 2.941], [-0.277, -0.222, 1.588], [-1.461, 0.685, 2.688], [-0.698, -1.449, -1.555], [-0.360, -0.083, -1.811], [1.026, 0.120, -1.721], [-1.601, -1.781, -1.852], [-0.214, -2.030, -0.899], [-0.836, 0.642, -1.126], [-0.726, 0.141, -2.810], [1.212, 0.348, -0.808]], "nbo_charge": [0.2819, -0.4848, 0.0924, 0.1090, -0.8984, 0.1110, -0.7054, 0.3750, 0.3797, 0.1120, 0.1613, 0.4663]}

## two
{"formula": "C2H7NO2", "method": "ωB97M-V with the def2-TZVPD basis set", "charge": 0, "smiles": "C=O.NCO", "e_lumo_ev": 0.834, "orbital_gap_ev": 10.871, "species": ["C", "O", "H", "H", "N", "C", "O", "H", "H", "H", "H", "H"], "xyz": [[2.374, 0.145, 0.383], [2.361, 1.196, -0.188], [2.654, -0.787, -0.133], [2.148, 0.069, 1.451], [-0.964, -1.277, 0.594], [-1.025, -0.266, -0.482], [-2.258, 0.453, -0.474], [-1.507, -2.078, 0.309], [-1.370, -0.898, 1.447], [-1.025, -0.860, -1.387], [-0.198, 0.403, -0.298], [-2.896, -0.170, -0.120]], "nbo_charge": [0.2786, -0.4984, 0.1089, 0.1100, -0.8551, 0.0810, -0.7253, 0.3510, 0.3572, 0.1550, 0.1786, 0.4585]}

Stability ranking, top entry: two; the second entry is 20.4 kJ/mol less favorable.